Record 1
Formula: C21H24N2O4S
Source: the OMol25 dataset
Level of theory: wB97M-V/def2-TZVPD

Each line ends with the Mulliken charge.
Geometry (Å):
1 S -4.81 0.54 -0.95  -0.207
2 O -3.31 -1.97 1.33  -0.615
3 O -0.18 2.58 -1.36  -0.471
4 O 0.33 2.27 1.43  -0.512
5 O 5.78 -0.48 0.17  -0.402
6 N 2.98 -0.78 -0.14  0.613
7 N -2.53 -1.53 -0.78  -0.071
8 C -1.15 -1.43 -0.58  0.265
9 C 3.57 -0.74 1.18  -0.706
10 C -4.87 -1.21 -0.32  0.387
11 C -3.49 -1.61 0.18  -0.039
12 C 0.87 3.26 -0.70  -0.653
13 C -0.54 -1.66 0.64  -0.843
14 C -0.36 -1.04 -1.66  -1.141
15 C -1.12 2.07 -0.51  0.264
16 C 4.87 0.07 1.10  -0.723
17 C -2.33 1.65 -1.03  -0.335
18 C 5.20 -0.54 -1.11  -0.672
19 C 1.00 -0.85 -1.51  -0.152
20 C -0.88 1.95 0.87  0.450
21 C 1.36 2.44 0.48  0.430
22 C -3.12 1.11 1.18  -0.202
23 C -1.90 1.49 1.70  -1.017
24 C 0.83 -1.48 0.79  -0.069
25 C -5.94 -1.38 0.74  -1.312
26 C -3.31 1.15 -0.20  0.090
27 C 3.91 -1.37 -1.09  -0.643
28 C 1.62 -1.07 -0.28  -0.086
29 H 1.70 1.46 0.12  -0.425
30 H -5.13 -1.79 -1.21  0.507
31 H 5.38 0.06 2.07  0.371
32 H -2.49 1.72 -2.10  0.516
33 H -6.90 -1.03 0.38  0.394
34 H -1.13 -1.98 1.49  0.505
35 H 2.89 -0.23 1.87  0.408
36 H -0.82 -0.84 -2.62  0.306
37 H 3.79 -1.75 1.56  0.393
38 H 3.48 -1.39 -2.09  0.380
39 H 4.97 0.48 -1.46  0.317
40 H 0.51 4.24 -0.35  0.315
41 H 4.17 -2.40 -0.79  0.329
42 H -3.89 0.76 1.83  0.451
43 H -2.84 -1.23 -1.69  0.270
44 H -5.67 -0.81 1.64  0.223
45 H 1.65 3.41 -1.44  0.402
46 H -1.70 1.43 2.76  0.471
47 H 1.27 -1.68 1.75  0.430
48 H 5.94 -0.99 -1.76  0.360
49 H -6.02 -2.43 1.02  0.369
50 H 1.57 -0.51 -2.36  0.380
51 H 4.63 1.11 0.82  0.308
52 H 2.18 2.94 1.00  0.391

## Properties
Electronic energy in eV: -44171.87558
LUMO level in eV: 0.65
Highest occupied orbital energy in eV: -7.62

---

Record 2
Formula: C21H24N2O4S
Source: the OMol25 dataset
Level of theory: wB97M-V/def2-TZVPD

Each line ends with the Mulliken charge.
Geometry (Å):
1 S 1.79 -2.50 0.84  1.281
2 O -4.93 0.56 -2.13  -0.664
3 O 2.39 -2.53 2.13  -0.700
4 O 1.35 3.92 1.37  -0.469
5 O 1.80 -3.71 0.07  -0.745
6 N 2.51 -1.31 -0.11  -0.202
7 N -5.23 -1.04 -0.54  -0.124
8 C 2.22 0.41 1.55  -0.543
9 C -4.93 -1.31 0.84  -0.852
10 C 1.10 4.93 0.43  -0.804
11 C 2.08 0.63 -2.24  -1.209
12 C 1.71 2.29 -0.41  -0.472
13 C 4.37 -1.32 -1.68  -1.625
14 C -1.61 -0.79 2.23  -1.307
15 C 2.24 0.02 0.21  -0.431
16 C -0.33 -1.31 2.16  -0.212
17 C -2.46 -0.87 1.13  0.795
18 C 1.98 -0.88 -2.46  -0.844
19 C 2.88 -1.63 -1.47  0.026
20 C -2.01 -1.50 -0.03  -0.210
21 C 1.92 1.71 1.91  -0.833
22 C -3.84 -0.27 1.20  0.114
23 C 1.65 2.67 0.93  0.728
24 C -0.74 -2.02 -0.09  -1.235
25 C -4.02 0.82 0.13  -0.780
26 C 2.00 0.98 -0.77  0.724
27 C 0.10 -1.91 1.00  -0.222
28 C -4.77 0.14 -1.01  0.353
29 H -0.38 -2.53 -0.97  0.702
30 H 2.46 -0.32 2.31  0.955
31 H 2.72 -2.70 -1.58  0.599
32 H 1.90 2.01 2.94  0.496
33 H 1.52 3.00 -1.20  0.508
34 H -5.82 -1.17 1.47  0.310
35 H -4.01 0.13 2.20  0.743
36 H -2.67 -1.58 -0.88  0.495
37 H 0.22 4.69 -0.19  0.309
38 H 4.65 -1.53 -2.71  0.373
39 H 0.89 5.83 1.00  0.239
40 H -3.08 1.23 -0.22  0.332
41 H 1.96 5.10 -0.22  0.311
42 H 0.95 -1.19 -2.30  0.169
43 H -4.57 -2.33 0.98  0.406
44 H -5.82 -1.64 -1.09  0.195
45 H 3.02 1.00 -2.64  0.380
46 H -4.64 1.64 0.49  0.314
47 H -1.95 -0.32 3.14  0.387
48 H 1.28 1.14 -2.78  0.510
49 H 2.26 -1.13 -3.48  0.475
50 H 0.34 -1.27 3.01  0.514
51 H 4.58 -0.29 -1.45  0.341
52 H 4.96 -1.95 -1.01  0.399

## Properties
Electronic energy in eV: -44172.41863
LUMO level in eV: 0.53
Highest occupied orbital energy in eV: -7.99

---

Record 3
Formula: C21H24N2O5S
Source: the OMol25 dataset
Level of theory: wB97M-V/def2-TZVPD

Each line ends with the Mulliken charge.
Geometry (Å):
1 S 2.00 2.14 1.02  1.389
2 O 1.89 3.26 1.93  -0.729
3 O 2.47 -2.48 -0.13  -0.211
4 O 2.92 1.09 1.40  -0.742
5 O -4.70 1.39 -0.09  -0.677
6 O 2.59 0.18 -3.21  -0.703
7 N 3.51 0.15 -1.15  0.008
8 N -3.24 -0.34 -0.08  0.281
9 C 4.14 -1.15 -1.33  -1.048
10 C -1.98 1.75 0.51  -1.349
11 C -2.91 -1.77 -0.10  -0.344
12 C 0.28 0.08 0.47  0.026
13 C 2.04 2.01 -1.79  -0.427
14 C 2.54 2.81 -0.60  -1.000
15 C 3.76 -2.09 -0.24  0.580
16 C -6.84 -0.10 -1.19  -0.624
17 C -4.49 0.20 -0.25  0.533
18 C -0.97 -0.43 0.21  0.563
19 C -2.10 0.40 0.22  0.048
20 C 3.60 -3.43 1.53  -0.590
21 C 2.74 0.68 -2.11  0.631
22 C 2.39 -3.29 0.93  -0.287
23 C -0.72 2.26 0.77  -0.395
24 C -1.37 -1.82 -0.15  -0.682
25 C 0.39 1.43 0.75  -0.537
26 C -3.45 -2.45 1.16  -1.397
27 C 4.50 -2.64 0.76  -0.730
28 C -5.59 -0.73 -0.63  -0.135
29 C -6.86 -0.65 0.19  -0.592
30 H -0.58 3.30 1.01  0.490
31 H -4.52 -2.33 1.23  0.383
32 H 3.83 -4.02 2.39  0.460
33 H 5.22 -1.03 -1.34  0.312
34 H -7.39 -1.57 0.38  0.295
35 H -7.36 -0.62 -1.98  0.251
36 H -2.85 2.39 0.53  0.557
37 H -2.99 -2.01 2.04  0.382
38 H 2.13 2.62 -2.69  0.436
39 H 5.54 -2.51 0.94  0.483
40 H -6.82 0.98 -1.30  0.242
41 H -3.21 -3.51 1.13  0.390
42 H 2.14 3.82 -0.62  0.444
43 H -1.00 -2.08 -1.14  0.299
44 H 3.49 0.50 -0.20  0.280
45 H 3.81 -1.52 -2.31  0.431
46 H 3.63 2.86 -0.56  0.483
47 H -5.31 -1.70 -1.02  0.386
48 H 0.98 1.79 -1.66  0.150
49 H -6.86 0.05 1.01  0.235
50 H 1.16 -0.54 0.46  0.646
51 H -3.34 -2.24 -1.00  0.431
52 H 1.42 -3.70 1.16  0.456
53 H -0.97 -2.56 0.55  0.217

## Properties
Electronic energy in eV: -46219.16510
LUMO level in eV: 0.52
Highest occupied orbital energy in eV: -8.72

---

Record 4
Formula: C21H24N2O6
Source: the OMol25 dataset
Level of theory: wB97M-V/def2-TZVPD

Each line ends with the Mulliken charge.
Geometry (Å):
1 O 2.47 2.39 4.72  -0.591
2 O 2.81 2.43 2.36  -0.183
3 O 0.12 -1.73 -2.37  -0.198
4 O 2.27 -0.65 0.98  -0.795
5 O -2.20 -2.06 0.31  -0.812
6 O -1.00 1.46 2.18  -0.426
7 N 1.50 0.02 3.13  0.261
8 N -2.23 -0.60 -1.47  -0.081
9 C 1.35 -1.88 -2.01  -0.897
10 C -0.86 0.00 0.48  0.013
11 C 0.53 -2.18 -4.59  -0.818
12 C -0.05 -2.16 -5.95  -0.787
13 C -0.29 -1.56 -3.69  0.506
14 C 1.17 -0.50 1.84  -0.019
15 C -1.36 -2.03 -5.97  -0.205
16 C -0.61 0.09 3.07  0.475
17 C -1.85 -0.82 -0.30  0.192
18 C -0.18 -0.49 1.74  0.461
19 C -2.81 0.40 2.06  -0.863
20 C 2.72 3.66 1.97  -0.433
21 C -2.33 -1.61 -4.95  -0.837
22 C 0.32 0.18 4.05  -0.986
23 C 2.74 1.82 3.67  0.458
24 C -2.61 -1.39 -2.66  -0.752
25 C 1.51 3.76 1.28  -0.833
26 C -1.67 -1.73 -3.65  0.967
27 C -1.69 0.89 1.35  0.747
28 C -2.05 -0.15 3.18  -1.025
29 C 2.79 0.45 3.53  -0.715
30 H 2.73 4.22 2.88  0.380
31 H 3.56 0.06 2.73  0.353
32 H 1.55 -2.14 -4.65  0.443
33 H -0.26 0.66 -0.20  0.772
34 H 1.31 4.95 1.06  0.325
35 H -2.26 1.86 0.62  0.178
36 H -0.77 -1.62 1.82  0.268
37 H 0.32 1.10 4.58  0.450
38 H 0.68 3.46 1.79  0.260
39 H -4.00 0.23 1.75  0.275
40 H 1.83 -2.94 -2.31  0.274
41 H 3.59 4.08 1.50  0.351
42 H -3.49 -1.57 -5.01  0.252
43 H 1.56 3.37 0.13  0.153
44 H -2.65 -0.96 3.90  0.159
45 H 2.11 -1.20 -2.55  0.309
46 H -1.95 -2.03 -7.10  0.102
47 H 0.40 -2.20 -6.79  0.678
48 H -3.67 -1.03 -2.79  0.287
49 H -1.62 0.23 -1.81  0.323
50 H -2.64 -2.38 -2.08  0.321
51 H 1.80 -1.61 -1.13  0.394
52 H 3.13 -0.03 4.66  0.312
53 H 0.22 -0.52 4.70  0.558

## Properties
Electronic energy in eV: -37413.40198
LUMO level in eV: 0.27
Highest occupied orbital energy in eV: -8.66

---

Record 5
Formula: C21H24N2OP2PdS
Source: the OMol25 dataset
Level of theory: wB97M-V/def2-TZVPD

Each line ends with the Mulliken spin population.
Geometry (Å):
1 Pd -0.17 -0.74 1.10  0.976
2 S 0.17 0.10 3.59  0.428
3 P -0.03 -2.92 0.69  0.213
4 P -1.91 2.24 0.97  0.017
5 O 2.41 0.89 1.72  0.051
6 N 0.02 -0.04 -0.89  0.457
7 N 1.03 -2.43 4.59  0.117
8 C 3.68 -0.23 -1.42  0.109
9 C 2.38 0.34 -1.25  0.056
10 C -1.44 -3.96 1.13  0.013
11 C 1.26 -0.56 -1.26  -0.004
12 C 1.42 -3.70 1.48  0.027
13 C -0.49 3.57 -2.95  0.088
14 C 2.69 -2.42 -1.81  0.107
15 C -1.54 1.77 -1.67  0.167
16 C 0.66 3.38 -2.22  0.239
17 C 0.33 -2.95 -1.14  0.027
18 C -1.59 2.71 -2.72  0.091
19 C 2.07 1.70 -1.06  0.461
20 C 3.81 -1.58 -1.76  0.055
21 C -2.66 0.99 2.08  -0.002
22 C 1.42 -1.96 -1.46  0.064
23 C -2.76 3.79 1.36  0.002
24 C 0.67 -1.39 4.15  -0.078
25 C 0.85 2.14 -1.55  -0.067
26 C 1.38 0.35 1.68  0.168
27 C -2.62 1.64 -0.65  -0.010
28 C -0.24 1.23 -1.37  0.157
29 H -1.18 -5.03 1.09  0.014
30 H 1.49 4.09 -2.21  0.002
31 H -3.77 1.07 2.06  0.004
32 H 2.78 -3.47 -2.07  0.002
33 H -2.58 4.03 2.41  0.000
34 H -1.73 -3.71 2.16  0.003
35 H -2.30 1.12 3.12  -0.005
36 H 2.87 2.42 -0.89  -0.020
37 H -2.28 -3.75 0.46  0.004
38 H -0.58 4.40 -3.66  0.006
39 H 4.79 -2.00 -1.96  0.004
40 H -3.47 2.31 -0.86  0.003
41 H -2.52 2.87 -3.26  0.009
42 H 4.54 0.43 -1.31  0.001
43 H 1.24 -4.78 1.58  0.012
44 H -2.97 0.60 -0.57  0.017
45 H 0.66 -3.97 -1.38  0.006
46 H 2.32 -3.53 0.88  0.001
47 H -2.32 4.56 0.72  0.000
48 H -2.39 -0.03 1.73  0.001
49 H 1.55 -3.27 2.48  -0.008
50 H -3.83 3.71 1.18  -0.001
51 H -0.60 -2.72 -1.69  0.007
52 H -0.54 2.73 0.65  0.010

## Properties
Electronic energy in eV: -60066.25678
LUMO level (alpha / beta) in eV: -6.67 / -9.18
Expectation value of S²: 6.052
Highest occupied orbital energy (alpha / beta) in eV: -12.39 / -14.52
Charge: +2
Spin multiplicity: 5